No. 1
This record from the Open Molecules 2025 dataset describes a structure of composition CH13CuO9 in a non-equilibrium geometry. The level of theory is ωB97M-V/def2-TZVPD.

Structure (ORCA input):
```
! wB97M-V def2-TZVPD RIJCOSX def2/J DEFGRID3
* xyz 1 2
Cu 0.21058 0.74680 0.21390
C 0.67006 -2.42132 -0.20469
O 1.36279 -3.12822 0.51018
O 0.22033 -2.84328 -1.34465
O 0.43343 -1.19924 0.02013
H 0.15332 -3.84531 -1.34553
O 0.86818 1.19857 -1.72077
H 0.67131 1.94699 -2.33079
H 1.62574 0.76576 -2.08758
O -0.01655 2.96306 0.55707
H 0.20372 3.85993 0.22094
H -0.19286 3.16842 1.45171
O -1.74923 0.75030 -0.55430
H -2.33818 0.11999 -0.15187
H -2.09385 0.73172 -1.42110
O -0.59959 0.35515 2.01058
H -1.00991 -0.53755 2.09376
H -0.30643 0.55203 2.86423
O 2.19728 0.86541 0.99505
H 2.74855 0.09285 0.99097
H 2.85951 1.57046 0.94223
O -2.20947 -1.81551 -0.24062
H -1.27025 -1.75277 -0.36995
H -2.43847 -2.14424 -1.09890
*
```

Computed properties:
energy	-2363.317210	Eh
energy above the lowest of the compared OMol25 structures with the same formula, charge and spin	0.0	kcal/mol
E_HOMO (alpha / beta)	-12.0840 / -12.0602	eV

***

No. 2
This record from the Open Molecules 2025 dataset describes a structure of composition C29H28N2O14PTaTe. The level of theory is ωB97M-V/def2-TZVPD.

Structure (ORCA input):
```
! wB97M-V def2-TZVPD RIJCOSX def2/J DEFGRID3
* xyz 0 1
Ta 0.87475 -0.56438 0.71387
O -1.83667 -2.25091 2.56132
C -1.79562 -1.24178 1.91060
O -1.04005 -1.14427 0.79524
C -2.66917 -0.05660 2.26107
C -3.50988 0.46236 1.06837
C -4.72068 1.22679 1.61552
C -4.04148 2.53130 2.10932
C -2.57858 2.27319 1.72635
O -2.70187 1.50657 0.52276
C -1.95105 1.25416 2.69905
C -0.43090 1.36151 2.67769
O 0.07930 2.43010 2.90997
O 0.27962 0.25815 2.45957
H -3.31537 -0.40831 3.06132
H -3.72310 -0.28264 0.30410
H -5.43455 1.42971 0.81883
H -5.23435 0.67936 2.40483
H -4.42114 3.40001 1.57421
H -4.16522 2.70831 3.17703
H -1.96395 3.15240 1.55932
H -2.21500 1.49833 3.72915
O 4.28061 -0.84430 -1.65890
C 3.14714 -0.75455 -1.25172
O 2.77156 -0.85876 -0.01190
C 2.00540 -0.52351 -2.21063
C 2.27512 -0.45345 -3.58782
C 1.23259 -0.26145 -4.43931
C -0.07225 -0.10986 -3.91755
C -1.18643 0.12871 -4.75536
C -2.42602 0.32226 -4.22069
C -2.59848 0.28715 -2.82052
C -1.54718 0.03886 -1.98604
C -0.25757 -0.17285 -2.51770
N 0.80636 -0.41011 -1.68321
H 3.30228 -0.56129 -3.90256
H 1.38207 -0.20970 -5.51104
H -1.02912 0.16474 -5.82639
H -3.27482 0.51280 -4.86383
H -3.57696 0.47176 -2.39570
H -1.67917 0.03654 -0.91850
C 3.90463 -5.07433 -1.23829
C 3.45454 -4.31694 -0.01508
O 2.08716 -4.72005 0.28872
P 1.07532 -3.64204 0.84691
O 0.85069 -2.53791 -0.17590
Te 1.78308 -2.43473 2.75573
O -0.25096 -4.45713 1.00241
C -0.57550 -5.24544 2.17163
C -0.38949 -6.71359 1.86745
H 4.93724 -4.80968 -1.46731
H 3.28175 -4.81898 -2.09538
H 3.84537 -6.14941 -1.06961
H 3.49031 -3.24053 -0.17625
H 4.06200 -4.55099 0.85882
H -1.60556 -4.99191 2.40783
H 0.04744 -4.92356 3.00846
H -1.02292 -7.01672 1.03452
H -0.66218 -7.30307 2.74416
H 0.64858 -6.92723 1.61246
O 2.20395 1.32297 1.03366
C 1.31669 2.00085 0.47978
O 0.26940 1.37244 0.06925
C 1.42004 3.45911 0.26772
C 0.41238 4.12360 -0.42170
C 0.49810 5.49192 -0.60688
C 1.59597 6.15778 -0.09278
C 2.60898 5.51291 0.59505
C 2.51636 4.14476 0.77507
N 1.68832 7.62001 -0.28447
O 0.78883 8.16440 -0.89159
O 2.65439 8.18749 0.18120
H -0.43090 3.56257 -0.80318
H -0.26350 6.04519 -1.13542
H 3.44147 6.08312 0.97858
H 3.27785 3.59881 1.31425
*
```

Computed properties:
energy	-2951.447787	Eh
energy above the lowest of the compared OMol25 structures with the same formula, charge and spin	0.0	kcal/mol
E_HOMO	-8.4166	eV

***

No. 3
This record from the Open Molecules 2025 dataset describes a cluster of 10 separate species, C42H86Br19O5PS2 in total in a non-equilibrium geometry. The level of theory is ωB97M-V/def2-TZVPD.

Structure (ORCA input):
```
! wB97M-V def2-TZVPD RIJCOSX def2/J DEFGRID3
* xyz 0 1
C -4.61931 2.51454 -4.17875
C -3.18491 1.72869 -4.10746
C -3.21754 0.15845 -4.56967
C -2.60126 -0.90552 -3.48532
C -0.98033 -0.65222 -3.15434
C -0.79637 -0.94614 -1.56431
C 0.76954 -0.77948 -0.98616
O 0.91594 -0.12350 0.27054
C 0.78385 1.25737 0.50429
S -0.30653 2.29681 -0.60534
C 2.32832 1.89328 0.55439
C 2.41613 3.51321 0.43699
C 2.67853 4.07040 -1.10774
C 3.07602 5.69428 -1.13624
C 2.05794 6.56876 -2.12520
C 0.61741 6.93010 -1.42608
C -0.62414 7.15102 -2.48194
O -0.61440 6.24090 -3.63967
C -1.37583 5.04157 -3.21353
C 0.00709 1.39568 1.99206
C 0.93070 1.08604 3.28870
C 1.84946 -0.25126 3.29437
C 1.06947 -1.65294 3.68216
S 2.41390 -2.90652 4.20338
O -0.36401 2.80241 2.06639
C -1.58965 3.12848 2.75094
O -1.76509 2.62563 4.12028
P -1.41354 0.12778 2.00070
O -2.70856 0.51633 1.19754
C 1.89631 -0.53713 -2.15878
Br 2.01233 1.17857 -3.08362
C 3.35795 -1.02656 -1.50167
C 3.58369 -2.65254 -1.60038
H -5.46553 1.96345 -4.77084
H -4.92904 2.74602 -3.04917
H -4.38816 3.58775 -4.64648
H -2.69384 1.81301 -3.02393
H -2.40897 2.27512 -4.82939
H -2.59132 0.03254 -5.56197
H -4.36606 -0.12655 -4.71112
H -3.16404 -0.69925 -2.45303
H -2.83313 -2.04106 -3.73278
H -0.31244 -1.32148 -3.85954
H -0.81592 0.49214 -3.33056
H -1.56027 -0.25420 -0.99626
H -1.21027 -2.05349 -1.38725
H 1.00428 -1.93420 -0.70666
H -0.22004 3.66588 -0.37352
H 2.94150 1.57289 1.49744
H 2.97178 1.47137 -0.36005
H 3.37575 3.85746 1.05840
H 1.51745 4.12181 0.86086
H 3.49780 3.42185 -1.68010
H 1.70385 3.99823 -1.78909
H 2.92455 6.10144 -0.05047
H 4.18418 5.74860 -1.53121
H 1.95553 6.09329 -3.20710
H 2.60966 7.61160 -2.30354
H 0.37893 6.14458 -0.58436
H 0.76279 7.97758 -0.87380
H -0.62831 8.25661 -2.92328
H -1.62387 7.06800 -1.83821
H -0.99424 4.05061 -3.75515
H -2.54377 5.16584 -3.40568
H -1.18663 4.89387 -2.05559
H 0.29715 1.06398 4.28851
H 1.67008 2.01497 3.41925
H 2.50525 -0.41821 2.31054
H 2.66318 -0.10390 4.15692
H 0.62359 -2.08090 2.68887
H 0.22369 -1.53480 4.48207
H 2.73738 -3.55272 2.96715
H -2.59756 2.92054 2.14457
H -1.59413 4.32039 2.86667
H -2.68322 2.85560 4.48421
H -1.04593 -1.21406 1.58977
H -1.83161 -0.00653 3.40393
H 1.68646 -1.38277 -2.97771
H 4.23403 -0.44845 -2.06774
H 3.37392 -0.72748 -0.37124
H 4.02069 -3.00195 -0.55075
H 4.43843 -2.90832 -2.39061
H 2.60986 -3.27727 -1.77161
Br -5.15679 -3.78868 -3.57120
C -4.32625 -5.55046 -3.68171
C -2.83489 -5.46708 -3.45592
Br -1.91782 -4.78729 -5.03785
H -4.59541 -5.96958 -4.65532
H -4.80360 -6.13932 -2.89348
H -2.41385 -6.46236 -3.28926
H -2.55775 -4.81602 -2.62223
Br -4.98131 3.84602 3.37253
C -4.71227 5.76969 3.19092
C -4.02673 6.34334 4.40873
Br -5.27055 6.52242 5.90087
H -5.69325 6.21206 2.99594
H -4.08374 5.88595 2.30358
H -3.67356 7.35891 4.20991
H -3.18968 5.73517 4.76254
Br 1.86358 8.33118 -5.00004
C 3.30633 8.17015 -6.30326
C 3.20219 6.87707 -7.07736
Br 3.81601 5.36362 -6.01043
H 4.24602 8.27267 -5.75326
H 3.18488 9.02928 -6.96889
H 3.86134 6.89562 -7.94960
H 2.18384 6.64624 -7.40200
Br -0.66514 6.63987 5.07482
C 0.83464 5.41653 4.82995
C 2.14639 6.16375 4.77454
Br 2.39453 7.02797 3.04331
H 0.62771 4.83470 3.92735
H 0.80474 4.75318 5.69886
H 2.98826 5.47258 4.87024
H 2.23418 6.94376 5.53585
Br -1.08373 -7.75272 -0.74420
C -2.13673 -7.76009 0.89806
C -3.48949 -7.12295 0.68313
Br -3.35240 -5.17797 0.62075
H -1.53742 -7.25930 1.66360
H -2.24489 -8.81601 1.16124
H -4.15345 -7.33400 1.52589
H -3.97548 -7.43830 -0.24428
Br 8.34174 -5.40268 3.59068
C 6.90895 -4.20931 4.16414
C 6.03233 -4.86740 5.20365
Br 4.81527 -6.15568 4.38834
H 6.36483 -3.90863 3.26439
H 7.41717 -3.33685 4.58420
H 5.38436 -4.12961 5.68472
H 6.59703 -5.40375 5.97122
Br 0.18710 -3.98610 -8.07040
C -0.29868 -5.86388 -8.27976
C -0.74086 -6.15997 -9.69359
Br -2.55378 -5.51591 -10.01629
H -1.06528 -6.08059 -7.53050
H 0.60980 -6.42118 -8.03481
H -0.78801 -7.23887 -9.86495
H -0.10036 -5.70363 -10.45335
Br -2.98711 -8.61965 4.04401
C -3.88269 -10.32706 3.74642
C -2.88627 -11.45904 3.65764
Br -1.98811 -11.47538 1.92598
H -4.49343 -10.21438 2.84623
H -4.53928 -10.45779 4.61114
H -3.39359 -12.42543 3.72361
H -2.10531 -11.41087 4.42151
Br 1.00633 -1.64248 7.48617
C 2.18307 -3.02493 8.20030
C 1.56368 -3.70473 9.39877
Br 1.69164 -2.58453 10.99076
H 3.14147 -2.54603 8.41974
H 2.31683 -3.73553 7.37988
H 2.11033 -4.61796 9.64938
H 0.50580 -3.94569 9.26258
*
```

Computed properties:
energy	-52071.636077	Eh
E_HOMO	-8.4606	eV
SMILES	CCCCCC[C@H](O[C@](S)(CCCCCCCOC)[C@@](CCCS)(OCO)[PH2]=O)[C@@H](Br)CC.BrCCBr.BrCCBr.BrCCBr.BrCCBr.BrCCBr.BrCCBr.BrCCBr.BrCCBr.BrCCBr

***

Question: Which of these has the highest energy?
Answer: CH13CuO9